A cluster of 2 separate species, C2H2INO3 in total in a non-equilibrium geometry. Source: the Open Molecules 2025 dataset; level of theory: ωB97M-V/def2-TZVPD.

```
9
Properties=species:S:1:pos:R:3:forces:R:3:lowdin_charge:R:1
O -3.20537 0.17574 -1.42647 -1.537 0.659 -0.275 0.22
C -2.25779 -0.46615 -1.39004 -0.427 0.993 0.358 -0.46
O -1.28258 -1.04424 -1.30565 1.980 -1.766 -0.148 0.20
O -0.41040 0.99778 0.38244 -0.342 0.453 -0.077 0.02
C 0.42627 0.42686 1.01997 0.330 -0.461 -0.500 -0.50
N 1.62706 -0.01374 0.59015 0.507 -0.014 -0.280 -0.50
I 2.49762 0.22754 -1.18774 -0.104 0.223 -0.447 0.86
H 0.35463 0.06176 2.03584 -0.658 0.195 0.938 0.13
H 2.25055 -0.36556 1.28151 0.252 -0.281 0.432 0.03
```
Forces are in eV/Å.

Output
highest occupied orbital energy: -9.5 eV
molar mass: 214.946 g/mol
electronic energy: -655.59781 hartree
LUMO energy: -0.0092 Ha
spin multiplicity: 1



A cluster of 2 separate species, C4H12NPS in total in a non-equilibrium geometry. Source: the Open Molecules 2025 dataset; level of theory: ωB97M-V/def2-TZVPD.

```
19
Properties=species:S:1:pos:R:3:forces:R:3:lowdin_charge:R:1
C 1.71307 -0.61270 -0.64269 -2.465 1.138 -1.434 -0.10
C 1.40162 0.82293 1.45901 -0.389 -2.684 1.112 -0.13
C -1.16265 -1.51493 -0.67495 -0.847 0.611 2.165 -0.29
C -1.35542 1.45171 -0.61641 0.937 -0.204 0.614 -0.21
N 0.84863 -0.03492 0.40722 1.212 -0.064 0.287 -0.47
P -0.80854 -0.06497 0.41726 -1.767 -0.733 -0.411 0.74
S -2.84232 -0.90298 2.33476 1.410 0.686 -1.057 -0.17
H 1.06927 -1.36784 -1.14821 1.145 0.412 0.243 0.06
H 1.98659 0.14891 -1.40728 -0.376 -0.170 0.249 0.09
H 2.65059 -1.02196 -0.39572 0.898 -0.742 1.323 0.06
H 2.14846 0.18125 2.02483 -0.635 1.115 -0.374 0.10
H 1.83453 1.72606 1.11882 0.465 1.022 -0.412 0.06
H 0.51554 0.99352 2.11434 0.999 0.350 -0.003 0.06
H -0.72749 -1.23801 -1.57705 0.418 0.013 -2.020 -0.01
H -0.70304 -2.44525 -0.25890 -0.804 0.761 -0.288 0.07
H -2.26814 -1.45854 -0.71665 0.610 -0.739 -0.134 0.04
H -0.45522 2.04568 -0.87974 -0.366 -0.404 0.309 0.04
H -1.84233 1.21780 -1.55118 -0.304 -0.371 -0.174 0.03
H -2.00314 2.07422 -0.00746 -0.142 0.005 0.006 0.02
```
Forces are in eV/Å.

Output
highest occupied orbital energy (alpha / beta): -8.2 / -8.1 eV
molar mass: 137.188 g/mol
electronic energy: -953.77383 hartree
LUMO energy (alpha / beta): -0.0493 / -0.0455 Ha
spin multiplicity: 1



An isolated molecule of C5H11N3O in a non-equilibrium geometry. Source: the Open Molecules 2025 dataset; level of theory: ωB97M-V/def2-TZVPD.

```
20
Properties=species:S:1:pos:R:3:forces:R:3:lowdin_charge:R:1
C -0.42294 2.27036 -0.56959 0.234 0.126 0.098 -0.04
C 0.01986 1.02328 0.14799 0.444 -0.235 -0.485 -0.25
C 0.83524 0.99580 1.18098 -0.440 1.788 0.736 -0.18
N 1.28848 1.17097 2.31107 -0.123 -0.865 -0.204 0.16
C -0.33372 -0.33491 -0.36710 2.853 -1.402 2.273 -0.54
N -0.02289 -0.53685 -1.73158 -0.225 0.127 -0.780 0.09
N -1.65294 -0.77138 -0.10289 -0.491 -0.761 0.224 0.09
C 0.78568 -1.44447 0.58728 -2.606 0.072 -1.681 -0.16
O 0.44795 -2.71449 0.05932 0.218 -0.196 0.214 -0.11
H -1.50452 2.24699 -0.73720 0.113 -0.019 0.080 0.08
H -0.17418 3.14575 0.03100 -0.104 0.052 -0.101 0.08
H 0.05523 2.37337 -1.54895 -0.062 -0.040 0.099 0.07
H 2.27628 1.00895 2.47897 0.167 0.341 -0.281 0.07
H 0.91943 -0.22962 -1.93742 -0.058 -0.011 0.011 0.09
H -0.09628 -1.52563 -1.95866 0.094 0.083 0.095 0.08
H -2.01106 -0.47797 0.79532 -0.055 0.100 -0.217 0.10
H -2.30809 -0.65753 -0.86462 0.104 0.184 0.094 0.09
H 1.84738 -1.31145 0.37273 -0.190 0.407 -0.019 0.11
H 0.55464 -1.40812 1.65820 0.135 0.174 -0.109 0.09
H -0.50356 -2.82305 0.19515 -0.007 0.075 -0.046 0.07
```
Forces are in eV/Å.

Output
highest occupied orbital energy: -8.4 eV
molar mass: 129.163 g/mol
electronic energy: -436.54539 hartree
LUMO energy: 0.0286 Ha
spin multiplicity: 1



A cluster of 2 separate species, C3H11NO2 in total in a non-equilibrium geometry. Source: the Open Molecules 2025 dataset; level of theory: ωB97M-V/def2-TZVPD.

```
17
Properties=species:S:1:pos:R:3:forces:R:3:lowdin_charge:R:1
C 0.69714 -0.86632 -1.35453 0.948 -0.357 -0.832 -0.05
N 0.33391 0.04287 -0.29236 -1.313 -3.151 0.095 0.15
C 0.39165 -0.58154 1.01222 -0.051 0.853 0.462 -0.12
C -0.03743 0.26704 2.24830 0.492 0.245 -1.950 -0.21
O -1.44357 0.25549 2.28749 0.072 -0.680 0.858 -0.04
H 1.04383 -1.85462 -1.08139 0.371 0.132 1.181 0.11
H 1.50778 -0.39251 -1.91482 -0.142 -0.102 -0.307 0.12
H -0.10220 -1.11703 -2.05072 -0.238 0.890 -0.001 0.12
H -0.49029 0.58544 -0.52948 0.126 0.853 0.324 0.17
H -0.37559 -1.37629 1.02776 0.036 -0.055 -0.534 0.17
H 1.33811 -1.11341 1.04159 0.289 0.176 0.327 0.14
H 0.61424 -0.15044 3.02014 -0.879 0.238 0.770 0.13
H 0.15373 1.32695 2.09084 0.719 -0.054 0.148 0.13
H -1.75227 -0.55300 2.72139 -0.148 0.212 0.018 0.11
H 0.62385 1.55612 -2.91636 0.946 -0.151 -0.837 0.06
H -0.70283 1.15458 -2.88998 -0.604 -0.665 -0.943 0.06
O 0.11145 0.83607 -3.32162 -0.625 1.615 1.221 -0.06
```
Forces are in eV/Å.

Output
total charge: +1
highest occupied orbital energy (alpha / beta): -15.2 / -15.2 eV
molar mass: 93.126 g/mol
electronic energy: -325.76484 hartree
LUMO energy (alpha / beta): -0.1254 / -0.2981 Ha
⟨S²⟩: 0.75
spin multiplicity: 2



A structure of composition C19H42INP2PdSi2Te in a non-equilibrium geometry. Source: the Open Molecules 2025 dataset; level of theory: ωB97M-V/def2-TZVPD.

```
69
Properties=species:S:1:pos:R:3:forces:R:3:lowdin_charge:R:1
Pd -0.61074 -0.70625 0.21272 0.901 0.592 0.137 0.20
C 0.39075 -1.66918 3.42762 -0.076 0.043 -0.046 -0.23
P 0.34451 -2.26102 1.71244 -0.074 -0.383 0.040 0.77
C -0.24025 -3.97393 1.85456 -0.028 0.047 -0.025 -0.24
C 2.10909 -2.41164 1.23418 -0.112 0.055 -0.073 -0.39
C 2.26288 -2.44159 -0.28528 0.051 0.080 -0.003 -0.40
P 1.51228 -0.95144 -1.04647 -0.228 -0.190 0.382 0.80
C 2.74806 0.35283 -0.76801 -0.103 0.044 -0.050 -0.24
C 1.63187 -1.27412 -2.83116 -0.172 0.046 0.029 -0.24
H 1.07684 -2.28776 4.00886 -0.012 0.007 0.023 0.07
H -0.60548 -1.73312 3.86663 0.020 0.001 -0.008 0.06
H 0.71790 -0.63014 3.46600 0.011 -0.019 0.002 0.04
H 0.35628 -4.49704 2.60444 -0.024 -0.025 -0.025 0.06
H -0.15393 -4.48988 0.89775 -0.012 0.015 0.024 0.05
H -1.28699 -3.98385 2.16206 0.040 0.001 -0.027 0.05
H 2.52082 -3.30965 1.69515 0.065 -0.034 0.010 0.10
H 2.63708 -1.55736 1.66338 0.034 0.013 0.014 0.08
H 1.75632 -3.31303 -0.70618 -0.005 -0.025 -0.032 0.09
H 3.31341 -2.50113 -0.57662 0.028 -0.045 0.002 0.10
H 3.67478 0.09444 -1.28261 0.019 0.011 0.027 0.06
H 2.94926 0.46664 0.29622 0.024 -0.004 0.012 0.04
H 2.38249 1.30596 -1.15222 0.012 -0.018 0.002 0.05
H 2.68049 -1.42076 -3.09601 -0.024 -0.014 -0.034 0.07
H 1.23704 -0.43212 -3.40286 0.036 -0.029 0.019 0.04
H 1.06900 -2.17208 -3.09127 0.030 0.033 0.011 0.05
I -3.71871 4.63404 0.33398 0.030 -0.025 0.010 0.97
C -1.93480 3.64866 0.73808 -0.139 0.139 -0.005 -0.71
C -0.75392 4.33338 0.97955 0.137 0.032 0.038 -0.09
C 0.39323 3.60068 1.24900 0.002 0.102 0.038 -0.02
C 0.32674 2.21984 1.23749 -0.129 -0.048 0.003 -0.14
N -0.80812 1.55763 0.98802 -0.116 -0.108 -0.320 -0.03
C -1.91863 2.26783 0.76296 0.111 -0.098 0.108 -0.28
H -0.72537 5.41517 0.96943 -0.012 -0.019 -0.004 0.12
H 1.32904 4.10005 1.46501 -0.039 -0.035 -0.010 0.12
H 1.20047 1.61766 1.44615 0.044 -0.016 -0.032 0.09
H -2.83775 1.71044 0.62880 0.039 0.016 -0.067 0.04
C -6.44051 -1.00399 0.60702 -0.192 -0.080 -0.038 -0.16
Si -4.60196 -1.09163 0.43804 0.094 -0.003 0.031 0.41
C -3.93882 -2.81010 0.15198 -0.124 -0.138 -0.046 -0.18
C -3.78720 -0.36263 1.95002 -0.059 0.024 0.101 -0.18
C -4.19530 -0.05224 -1.11635 0.009 0.129 -0.115 -0.52
Te -2.18050 -0.01123 -1.77454 -0.495 -0.103 -0.118 1.42
C -2.36701 -1.56515 -3.17344 -0.037 0.026 -0.118 -0.52
Si -2.74530 -0.86369 -4.94081 0.062 0.024 0.185 0.40
C -4.06673 0.44044 -4.80550 -0.091 0.045 0.081 -0.19
C -1.13661 -0.11056 -5.49879 0.095 0.029 -0.091 -0.18
C -3.30272 -2.31002 -5.94182 -0.031 -0.134 -0.188 -0.17
H -6.78144 -1.64159 1.42993 0.017 0.083 -0.085 0.05
H -6.95576 -1.32750 -0.30294 0.031 0.018 0.110 0.05
H -6.75084 0.02118 0.82731 -0.028 -0.066 -0.011 0.05
H -4.25572 -3.47875 0.95977 0.037 0.067 -0.076 0.05
H -2.84624 -2.80701 0.13299 0.106 -0.026 -0.022 0.00
H -4.29385 -3.24724 -0.78672 0.013 0.019 0.086 0.04
H -3.91948 -1.06841 2.77688 0.002 0.084 -0.009 0.05
H -4.24180 0.58561 2.25102 -0.015 -0.069 -0.002 0.05
H -2.71493 -0.18778 1.84200 0.146 -0.078 0.008 -0.02
H -4.51225 0.98792 -0.98811 0.063 -0.057 -0.026 0.02
H -4.75004 -0.46573 -1.96478 0.051 0.065 0.021 0.02
H -3.15248 -2.23655 -2.82351 0.044 0.006 0.075 0.02
H -1.41671 -2.10223 -3.20482 -0.034 -0.009 0.045 0.01
H -3.77700 1.27132 -4.15285 -0.044 -0.014 -0.050 0.02
H -5.01502 0.03031 -4.44415 0.056 0.054 -0.033 0.04
H -4.25514 0.86858 -5.79453 0.000 -0.031 0.058 0.05
H -0.71820 0.54091 -4.72256 -0.005 0.002 -0.087 0.01
H -1.28032 0.50552 -6.39192 0.032 -0.069 0.079 0.05
H -0.39692 -0.87977 -5.74307 -0.040 0.079 0.035 0.04
H -4.23826 -2.71772 -5.54878 0.057 0.001 -0.047 0.05
H -2.55702 -3.10960 -5.95584 -0.063 0.039 -0.015 0.05
H -3.48346 -2.00424 -6.97808 0.010 -0.058 0.095 0.05
```
Forces are in eV/Å.

Output
total charge: +2
highest occupied orbital energy (alpha / beta): -13.5 / -14.1 eV
molar mass: 763.596 g/mol
electronic energy: -2758.76154 hartree
LUMO energy (alpha / beta): -0.1841 / -0.3181 Ha
⟨S²⟩: 2.01
spin multiplicity: 3



A cluster of 2 separate species, C4H6N2O in total in a non-equilibrium geometry. Source: the Open Molecules 2025 dataset; level of theory: ωB97M-V/def2-TZVPD.

```
13
Properties=species:S:1:pos:R:3:forces:R:3:lowdin_charge:R:1
C 2.13631 -0.10215 0.01133 -4.051 0.134 -1.008 -0.16
C -0.58061 0.95886 0.68715 1.721 -0.211 0.960 -0.06
C -0.52520 1.33541 -0.79937 -1.809 0.680 -1.798 -0.08
C -0.06263 0.04402 -0.38292 2.149 -2.107 0.730 -0.32
N 3.26807 0.04424 0.10358 1.210 0.071 0.235 -0.03
N -0.41933 -2.21441 0.08710 4.228 -0.385 -1.767 0.07
O -0.47186 -1.18066 -0.87443 0.013 2.488 1.255 -0.08
H 0.21598 1.50308 1.28076 -1.050 -1.049 -0.669 0.13
H -1.41483 0.57375 1.31380 0.164 0.801 -1.015 0.12
H -1.48429 1.28214 -1.34958 0.420 -0.326 0.347 0.13
H 0.03471 2.12820 -1.32099 0.309 -0.398 1.173 0.13
H -1.17223 -2.31333 0.66691 -2.619 0.644 1.618 0.05
H 0.47590 -2.05916 0.57665 -0.684 -0.341 -0.059 0.09
```
Forces are in eV/Å.

Output
highest occupied orbital energy: -10.5 eV
molar mass: 98.105 g/mol
electronic energy: -340.53985 hartree
LUMO energy: -0.0172 Ha
spin multiplicity: 1



Which of these has the lowest molar mass? C3H11NO2



Which value of spin multiplicity does entry 1 give? 1



molar mass of number 1 (C2H2INO3)? 214.946 g/mol



The highest spin multiplicity belongs to which entry? C19H42INP2PdSi2Te